[1]
The following is a quantum chemistry calculation of 2 unconnected molecules or ions with the total composition C29H26N4O2 at a distorted geometry, from the OMol25 dataset.

Properties
Energy (hartree): -1490.04382
Frontier orbital gap (eV): 4.47
HOMO (eV): -6.18
Relative energy (zero: lowest compared OMol25 entry of this formula, charge and spin) (kJ/mol): 0.0
Net charge: 0

```
61
Properties=species:S:1:pos:R:3:forces:R:3:mulliken_charge:R:1
C 0.397482 1.101686 -1.651991 0.549 -0.663 -0.195 0.3358
C -0.539913 2.123403 -1.624887 -2.090 1.738 0.142 -0.1476
N -1.362103 2.967917 -1.558200 1.514 -1.434 -0.049 -0.7994
C 1.696808 1.293200 -2.164264 0.289 0.265 0.273 0.5428
C 2.615676 0.199179 -2.337403 -0.072 0.249 0.132 -0.3449
C 3.932954 0.421513 -2.682257 0.194 0.466 -0.029 -0.4855
C 4.390572 1.743727 -2.887224 -0.593 -0.303 0.359 -0.2298
N 5.775624 2.003367 -3.094807 1.654 0.504 -0.441 0.9319
O 6.136576 3.195195 -3.256518 -0.443 -1.917 0.257 -0.6316
O 6.582780 1.044980 -3.102988 -1.180 1.343 0.033 -0.6421
C 3.498060 2.829412 -2.796014 -0.224 -0.297 0.011 -0.3216
C 2.176698 2.610985 -2.460238 0.556 -0.089 -0.172 -0.9467
H 0.099639 0.095151 -1.380125 -0.120 0.286 -0.347 0.0731
H 2.254624 -0.822476 -2.183180 0.108 0.320 -0.056 0.4281
H 4.652818 -0.387584 -2.803227 -0.270 0.154 0.072 0.4772
H 3.885320 3.826126 -2.988044 -0.151 -0.179 0.075 0.4721
H 1.497365 3.460407 -2.387991 0.114 -0.261 0.012 0.3828
C 2.515563 1.247521 1.367806 0.117 0.553 -0.057 -1.7529
C 1.779455 -0.025463 1.391128 -0.035 -1.031 -0.127 -0.1897
N 2.400286 -1.224429 1.491750 -0.172 0.903 0.141 0.3065
C 3.837720 -1.390712 1.643627 0.179 0.043 0.016 -0.9178
C 1.457084 -2.262862 1.500603 -0.594 0.064 -0.183 0.0192
C 0.172466 -1.675294 1.435470 0.625 -0.247 -0.241 1.2968
C -0.949254 -2.491140 1.483826 -0.067 -0.465 0.065 -0.1049
C -0.774286 -3.880676 1.454809 0.136 0.378 0.090 -0.8768
C 0.511242 -4.445742 1.433881 0.071 0.299 0.041 -0.7096
C 1.655743 -3.635760 1.492667 -0.327 -0.091 0.033 -1.0281
C 0.375337 -0.239186 1.289112 -0.325 -0.133 0.048 2.1568
C -0.582331 0.733066 1.013323 1.489 0.111 0.697 -0.7394
C -1.964143 0.531937 0.802007 -1.604 0.086 0.118 0.5902
C -2.983853 1.171239 1.550572 0.587 -0.598 -1.506 -0.4235
C -2.853226 2.058814 2.717295 0.231 0.297 0.301 -1.7371
N -4.190838 0.815603 1.046809 -0.162 0.029 0.077 0.2126
C -5.464593 1.220354 1.621234 0.041 0.013 0.069 -0.9430
C -4.031343 -0.023733 -0.058420 0.566 0.044 0.241 -0.5636
C -2.639959 -0.252969 -0.224581 -0.538 -0.105 0.576 1.2853
C -2.225670 -1.136071 -1.217760 -0.264 -0.291 -0.348 0.5256
C -3.185582 -1.706281 -2.064275 0.276 0.240 0.251 -1.2189
C -4.552487 -1.418936 -1.916696 -0.077 0.273 0.473 -0.6763
C -5.000133 -0.589401 -0.876199 0.250 -0.227 -0.450 -1.1116
H 1.789992 2.055030 1.242736 0.300 -0.011 -0.068 0.2595
H 3.062778 1.425420 2.307643 -0.128 -0.171 -0.252 0.5034
H 3.233792 1.292574 0.533415 -0.251 -0.034 0.204 0.2963
H 4.063176 -2.455128 1.562229 0.090 0.253 -0.038 0.3252
H 4.379142 -0.833398 0.864778 -0.240 -0.243 0.169 0.3151
H 4.176807 -1.032209 2.627454 -0.180 -0.119 -0.271 0.3103
H -1.933878 -2.042100 1.566410 0.093 -0.220 -0.245 0.5382
H -1.655396 -4.523582 1.441624 0.304 0.139 0.047 0.4126
H 0.605776 -5.529051 1.380743 0.086 0.264 0.061 0.3850
H 2.663034 -4.042457 1.519221 -0.267 -0.147 -0.027 0.2710
H -0.243782 1.769848 1.072527 -0.146 -0.120 0.168 0.3032
H -1.789561 2.269882 2.844586 -0.152 0.150 0.165 0.3665
H -3.391965 3.004490 2.564689 0.136 -0.232 0.063 0.4086
H -3.218208 1.590818 3.644157 0.056 0.113 -0.255 0.3434
H -6.260766 0.838134 0.979963 0.083 0.177 0.213 0.3497
H -5.591401 0.808977 2.634965 0.043 0.070 -0.337 0.3095
H -5.530803 2.315369 1.678533 -0.039 -0.311 -0.097 0.2925
H -1.172866 -1.393598 -1.307068 -0.294 -0.017 -0.147 0.4440
H -2.864068 -2.385128 -2.855838 -0.095 0.211 0.245 0.4049
H -5.268011 -1.855847 -2.613520 0.159 0.108 0.252 0.3986
H -6.051950 -0.364116 -0.707850 0.200 -0.188 -0.253 0.2681
```
Forces are in eV/Å.

[2]
The following is a quantum chemistry calculation of a molecular structure, C29H27AsF2N5O3PS4SeTl, from the OMol25 dataset.

Properties
Energy (hartree): -8564.54193
Frontier orbital gap (eV): 4.88
HOMO (eV): -4.15
Relative energy (zero: lowest compared OMol25 entry of this formula, charge and spin) (kJ/mol): 64.3
Net charge: -1

```
74
Properties=species:S:1:pos:R:3:forces:R:3:mulliken_charge:R:1
Tl 0.666746 1.415016 1.353833 0.291 0.261 0.223 0.6284
F 5.785183 -0.378124 1.397468 -0.001 -0.016 0.007 -0.3592
C 4.960118 0.576077 0.916822 -0.038 0.053 -0.037 0.3183
C 3.623124 0.555935 1.254489 -0.018 -0.003 0.009 -0.5683
C 2.776516 1.536198 0.754092 -0.033 -0.082 -0.025 0.3528
C 3.279197 2.555268 -0.066027 -0.020 -0.040 0.018 0.0852
C 4.637129 2.521480 -0.365442 -0.082 -0.004 0.031 0.5311
F 5.193514 3.500154 -1.121362 0.005 0.000 -0.018 -0.3770
C 5.495586 1.548560 0.099932 0.112 -0.008 -0.012 -1.0396
C 2.395977 3.670185 -0.504606 0.068 -0.034 -0.135 0.7975
C 2.577079 4.388089 -1.687704 0.005 0.008 -0.066 -0.7158
C 1.705023 5.423302 -1.977575 0.016 -0.013 0.007 -0.4385
C 0.682066 5.721555 -1.090551 -0.008 -0.019 0.011 -0.7229
C 0.556980 4.933529 0.043969 -0.080 0.050 0.052 -0.4212
N 1.387353 3.935678 0.318022 -0.081 0.083 0.036 -0.1384
H 3.261825 -0.208981 1.931383 -0.003 0.001 0.000 0.5452
H 6.547280 1.572245 -0.146397 -0.006 -0.005 0.006 0.5009
H 3.377592 4.140636 -2.367904 0.006 -0.013 0.014 0.4615
H 1.827558 5.993479 -2.890380 0.001 0.002 0.000 0.4095
H -0.007675 6.534295 -1.273845 -0.006 -0.002 0.008 0.4084
H -0.241109 5.084974 0.764054 0.019 -0.021 0.018 0.4336
Se 0.753033 -2.827408 -5.824877 0.155 -0.038 -0.196 0.1906
N 1.260597 -3.223050 -4.166799 -0.103 -0.095 0.180 -0.9030
C 0.948943 -2.203145 -3.414479 0.075 -0.010 -0.024 0.9917
C 1.166105 -2.162725 -1.973164 0.004 0.034 -0.028 0.6602
C 1.691637 -3.241331 -1.258473 -0.002 -0.030 -0.084 -0.7904
C 1.813529 -3.139036 0.104344 -0.002 0.042 0.073 -1.1198
C 1.404938 -1.956637 0.723877 0.049 -0.047 0.006 -0.5716
N 0.926355 -0.925585 0.054530 0.072 -0.029 0.045 0.7248
C 0.802576 -1.013497 -1.271947 -0.035 -0.059 0.046 -0.6204
C 0.207964 0.145214 -1.968021 -0.025 0.060 -0.036 -0.7620
N -0.119803 1.201239 -1.220499 -0.013 -0.022 0.012 0.9007
C -0.711740 2.237309 -1.785711 -0.020 0.040 -0.019 -0.4909
C -0.990244 2.296030 -3.150950 -0.002 -0.001 0.042 -1.1375
C -0.639207 1.222969 -3.936868 -0.015 -0.030 -0.079 -0.8083
C -0.033840 0.115978 -3.343562 0.033 -0.047 0.052 1.0203
C 0.345208 -1.075735 -4.094109 0.057 0.036 -0.046 0.6860
N 0.177724 -1.203385 -5.381841 -0.198 0.088 0.071 -0.9145
H 1.976740 -4.138830 -1.791803 0.001 0.004 -0.001 0.5164
H 2.196247 -3.955730 0.700306 0.010 0.007 0.001 0.5354
H 1.452074 -1.843150 1.801917 -0.032 0.009 0.003 0.4795
H -0.983164 3.049848 -1.120366 0.019 -0.003 0.015 0.5129
H -1.471924 3.169239 -3.568008 0.001 0.001 0.000 0.4784
H -0.829883 1.210175 -5.002233 0.002 0.001 0.003 0.5345
S 0.781827 3.624041 4.271206 0.068 0.017 -0.072 -0.4950
As -0.692023 2.158362 3.999748 -0.213 0.000 0.103 0.1265
S -1.501825 2.442625 1.859871 0.057 -0.015 -0.125 -0.5048
S 0.319932 0.190642 3.594071 0.030 -0.097 -0.119 -0.3989
S -2.308055 1.970757 5.307255 -0.037 -0.004 0.071 -0.5141
C -4.331349 -0.934119 4.323862 0.008 0.007 -0.018 -1.5029
C -3.745298 -0.572483 2.982996 0.001 -0.052 0.058 0.6132
O -2.948833 -1.692423 2.532363 -0.042 0.121 -0.143 -0.1928
P -2.113406 -1.489520 1.160958 -0.099 0.035 0.221 0.6261
O -1.236043 -2.849281 1.269829 0.127 -0.145 -0.205 -0.2646
C -1.734105 -4.090556 1.780555 -0.024 0.055 0.069 -0.3016
C -1.037107 -4.400762 3.087662 -0.005 0.009 -0.006 -1.1421
O -3.321005 -1.944669 0.110399 -0.093 0.010 0.012 -0.5345
C -3.226604 -1.439336 -1.215000 0.141 -0.026 0.023 -0.2994
C -2.591064 -2.459598 -2.143498 -0.025 -0.010 0.026 -0.8285
H -4.929795 -0.101410 4.693952 -0.009 -0.004 0.005 0.3893
H -3.528279 -1.103416 5.040246 0.000 -0.004 0.006 0.3093
H -4.955072 -1.827991 4.250251 -0.002 0.007 0.005 0.3945
H -3.114122 0.311655 3.074728 0.014 0.002 -0.021 -0.3237
H -4.528479 -0.379287 2.243062 -0.009 -0.013 0.006 0.2428
H -1.527445 -4.852659 1.024799 0.005 -0.004 0.002 0.3314
H -2.812382 -4.030018 1.926345 -0.017 -0.009 -0.034 0.3130
H 0.042163 -4.471105 2.939496 -0.002 -0.012 0.005 0.2508
H -1.395594 -5.348162 3.495947 0.010 -0.001 0.012 0.3977
H -1.231345 -3.604194 3.805700 -0.013 -0.014 -0.001 0.2746
H -2.636512 -0.513043 -1.215001 -0.048 0.013 -0.022 0.1056
H -4.238664 -1.192693 -1.540431 -0.007 0.006 -0.010 0.3705
H -1.591153 -2.718271 -1.788340 0.008 0.016 -0.016 0.0046
H -2.517117 -2.065098 -3.160776 0.005 -0.004 -0.001 0.3618
H -3.182166 -3.376314 -2.165771 -0.007 0.006 -0.012 0.3865
```
Forces are in eV/Å.